The following is a quantum chemistry calculation of C9H9NO2 as an isolated structure, from the Open Molecules 2025 dataset.

```
21
C9H9NO2 | the Open Molecules 2025 dataset | ωB97M-V/def2-TZVPD
O 1.454 -0.078 3.570
H 1.018 2.213 -2.924
H 1.062 -0.201 4.714
O 2.309 1.454 -0.816
H -2.582 -0.434 -1.761
C 0.744 -0.448 2.412
C 0.408 0.197 -0.017
C -1.153 -1.250 1.037
C -0.361 0.145 -2.515
H 1.990 0.809 1.120
N 0.687 1.046 -2.372
C -0.332 -1.258 2.190
H -0.707 0.040 -3.612
H -0.619 -1.983 3.077
H -2.252 -1.494 0.926
C -1.613 0.036 -1.411
C 1.184 0.199 1.204
C -0.798 -0.369 0.045
C 1.143 1.064 -1.064
H 0.138 -0.946 -2.417
H -1.720 1.259 -1.386
```

- DFT total energy: -553.3782 a.u.
- Net charge: 0
- LUMO energy: 0.1621 eV
- E_HOMO: -8.7383 eV
- Frontier orbital gap: 8.90 eV
- Maximum force: 6.7 eV/A
- Relative energy (zero: lowest compared OMol25 entry of this formula, charge and spin): 624.1 kJ/mol


The following is a quantum chemistry calculation of C22H24AuN5SSi as an isolated structure, from the Open Molecules 2025 dataset.

```
54
C22H24AuN5SSi | the Open Molecules 2025 dataset | ωB97M-V/def2-TZVPD
H 3.149 -2.939 0.310
H 1.825 1.642 -1.901
C 1.421 0.942 -2.624
C 0.421 -0.825 -4.508
H 3.247 -0.910 1.787
H 1.900 -1.128 -0.592
C 2.167 0.639 -3.752
H -3.250 0.885 -0.599
C -1.430 -3.950 -0.093
Au -2.783 -1.279 0.693
C -0.917 2.713 -0.729
H -0.482 -0.878 2.767
C -2.530 0.087 -0.813
H -2.814 -0.365 -1.763
C -0.775 4.936 -1.686
C -0.322 -0.517 -3.376
C -1.424 4.671 0.610
H -0.101 0.938 1.486
Si -0.815 0.845 -0.893
H 3.138 1.095 -3.896
H 1.804 -3.553 1.260
C 2.774 -1.830 2.145
C -2.780 -2.072 3.644
N 0.513 -0.966 0.936
C -0.659 3.558 -1.810
N -3.064 -2.209 2.507
N -2.581 -1.975 4.876
C 0.312 0.419 0.617
C 2.307 -2.639 0.937
C 0.276 -1.483 2.272
H -1.726 5.101 1.556
C -1.308 3.296 0.480
H 2.244 -0.480 -5.581
H 0.028 -1.518 -5.241
H 1.741 -0.503 3.530
C -1.444 -1.601 5.436
C -1.154 5.494 -0.475
H -1.541 2.674 1.338
N -0.771 -4.666 0.528
H 0.717 -2.436 -0.539
H -0.096 -2.506 2.180
H 1.267 0.896 0.336
S -2.346 -2.904 -1.030
C 0.163 0.370 -2.414
H -1.286 -0.992 -3.241
C 1.353 -1.792 0.084
H 3.535 -2.378 2.700
H -0.361 3.138 -2.764
N -0.478 -1.258 5.968
C 1.665 -0.245 -4.697
H -0.571 5.574 -2.536
H 1.492 -2.205 3.878
H -1.244 6.568 -0.376
C 1.595 -1.480 3.068
```

- DFT total energy: -1949.7761 a.u.
- Net charge: 0
- LUMO energy (alpha / beta): -3.4245 / -3.8140 eV
- E_HOMO (alpha / beta): -8.0924 / -7.3848 eV
- Frontier orbital gap (alpha / beta): 4.67 / 3.57 eV
- Maximum force: 1.5 eV/A


The following is a quantum chemistry calculation of a 2-piece molecular cluster, C2H9NS2 overall, from the Open Molecules 2025 dataset.

```
14
C2H9NS2 | the Open Molecules 2025 dataset | ωB97M-V/def2-TZVPD
C -1.358 0.666 -0.628
H 0.395 -1.524 0.706
H -0.688 0.699 1.373
N -1.166 0.070 0.721
H -2.385 1.020 -0.790
H -0.560 1.417 -0.675
H 1.458 -0.581 -1.366
H -1.185 -0.036 -1.453
C -0.667 -1.276 0.883
H 3.191 2.077 0.049
H -1.333 -1.872 0.244
H -1.019 -1.533 1.897
S 2.714 -0.073 -1.427
S 2.603 0.945 0.467
```

- DFT total energy: -932.3669 a.u.
- Net charge: +1
- Multiplicity: 2
- LUMO energy (alpha / beta): -3.4293 / -8.2696 eV
- E_HOMO (alpha / beta): -12.5464 / -12.5290 eV
- Frontier orbital gap (alpha / beta): 9.12 / 4.26 eV
- Maximum force: 3.3 eV/A
- Relative energy (zero: lowest compared OMol25 entry of this formula, charge and spin): 33.4 kJ/mol


The following is a quantum chemistry calculation of C38H45BaN4O3SSb2 as an isolated structure, from the Open Molecules 2025 dataset.

```
94
C38H45BaN4O3SSb2 | the Open Molecules 2025 dataset | ωB97M-V/def2-TZVPD
H 0.255 2.852 5.562
H -3.904 3.268 -1.307
C 1.878 1.901 0.516
C -2.326 -3.870 1.486
C 3.241 -1.636 -5.461
C 3.114 -0.438 -6.150
C -0.709 4.225 -1.931
C 0.588 2.749 0.984
C 2.665 0.695 -5.489
H 2.232 1.161 1.271
C 5.636 0.006 1.183
H -2.589 -0.184 2.594
H 7.288 1.358 0.987
C -3.653 0.541 5.688
H 6.670 2.046 -1.304
H 3.575 -2.531 -5.968
H 0.313 4.107 -1.588
H -0.199 -3.895 1.906
H 2.558 1.624 -6.035
H -1.201 -2.502 -4.008
H -4.340 -4.115 0.773
H 0.407 -4.937 -0.216
Sb -1.547 2.101 0.273
C 2.486 -0.553 -3.452
N -1.189 1.723 3.511
C -0.991 -4.135 1.197
C -3.297 4.605 -2.848
H -1.696 -0.705 6.528
H -3.658 -2.931 2.740
Sb 2.205 -0.810 -1.321
H 1.978 1.534 -3.649
C -0.947 5.058 -3.012
O -1.149 -6.847 -2.861
C -1.547 0.586 -2.565
H 4.699 1.104 -2.405
C -2.910 -4.831 -0.651
H 0.023 -0.861 6.153
H -0.119 5.559 -3.497
C -1.048 -2.072 -1.933
H -1.742 1.606 -2.873
H -4.145 -0.403 5.925
H 5.912 -0.312 2.179
H 2.747 2.501 0.258
N -2.702 0.362 4.589
H -4.310 4.751 -3.199
H -1.621 -0.091 -4.597
H 3.938 -1.278 1.091
C -1.074 -1.117 -0.939
H -3.146 0.906 6.574
C -1.765 3.572 -1.303
C 4.154 -0.149 -0.740
H -0.857 -3.106 -1.688
C 0.422 1.802 5.807
C 4.945 0.786 -1.397
C -1.481 -0.391 -3.567
H 0.308 0.941 -0.685
O -1.974 -4.616 -3.418
H 1.454 1.893 -1.624
N -0.816 1.061 5.775
C -1.370 0.258 -1.237
H 1.199 1.412 5.128
C -1.568 -5.054 -0.969
C -3.290 -4.264 0.549
H 0.833 1.759 6.813
C -0.748 -0.183 6.540
H -4.145 -0.509 3.373
C 6.411 0.941 0.513
H 3.351 -0.390 -7.204
C -2.241 5.247 -3.477
C 2.350 0.644 -4.141
S -1.046 -5.433 -2.631
H -4.416 1.272 5.406
C -1.524 1.074 4.593
H 0.670 3.695 0.449
O 0.324 -4.892 -2.630
H -0.290 2.170 3.655
H 0.542 2.980 2.044
H -3.694 1.144 2.879
H -1.046 -1.472 0.095
C 1.382 1.206 -0.787
C -0.635 -4.732 -0.002
C -3.324 0.202 3.298
C 6.060 1.322 -0.779
H -3.667 -5.083 -1.382
H -2.068 -2.796 3.255
H 3.000 -2.651 -3.606
H -0.492 0.052 7.572
C -3.059 3.769 -1.767
C 4.516 -0.528 0.554
C 2.925 -1.695 -4.112
H -2.420 5.899 -4.321
N -2.727 -3.308 2.697
C -1.230 -1.713 -3.268
Ba 0.396 -0.018 1.026
```

- DFT total energy: -2823.4765 a.u.
- Net charge: +1
- LUMO energy: -3.8860 eV
- E_HOMO: -9.5909 eV
- Frontier orbital gap: 5.70 eV
- Maximum force: 7.9 eV/A
- Relative energy (zero: lowest compared OMol25 entry of this formula, charge and spin): 682.4 kJ/mol